1.
The following is a quantum chemistry calculation of one molecule with the formula C3H6N4O, from OMol25.

Its total charge is 0. The HOMO energy is -7.6214 eV. As for the structure (SMILES): [H]/N=c1\[nH]c(O)cn1N. The calculation puts the lowest unoccupied orbital energy at 0.01300 hartree. The frontier orbital gap is 0.29308 Eh.

Element x y z (Å)
H 1.60 2.48 0.36
N 1.68 1.41 -0.03
C 0.59 0.77 -0.22
N -0.68 1.13 0.01
C -1.38 0.03 0.03
O -2.79 -0.01 0.20
C -0.66 -1.07 -0.06
N 0.72 -0.61 -0.35
N 1.74 -1.35 0.32
H -0.82 2.18 0.18
H -3.39 -0.53 -0.62
H -1.18 -2.12 -0.16
H 2.29 -1.75 -0.55
H 2.28 -0.57 0.88


2.
The following is a quantum chemistry calculation of one molecule with the formula C3H6N4O, from OMol25.

Its total charge is 0. The HOMO energy is -7.7342 eV. As for the structure (SMILES): Nc1cnn(O)c1N. The calculation puts the lowest unoccupied orbital energy at 0.02874 hartree. The frontier orbital gap is 0.31297 Eh.

Element x y z (Å)
N 0.01 -1.93 -0.26
C -0.45 -0.62 -0.07
C -1.70 -0.29 0.51
N -1.86 0.99 0.82
N -0.66 1.54 0.46
O -0.47 2.92 0.42
C 0.22 0.56 -0.05
N 1.56 0.85 -0.27
H -0.69 -2.59 -0.64
H 0.71 -2.04 -1.08
H -2.54 -0.89 0.64
H -0.92 3.31 1.17
H 2.00 0.33 -1.06
H 1.62 1.84 -0.41


Most stable structure - 2; separation to the second - 0.0359 hartree.


1.
The following is a quantum chemistry calculation of a 2-piece molecular cluster, C3H6N4O overall, from OMol25.

Its total charge is 0. The HOMO energy is -8.6232 eV. As for the structure (SMILES): [H]/N=N/C.c1ncon1. The calculation puts the lowest unoccupied orbital energy at 0.02041 hartree. The frontier orbital gap is 0.33730 Eh.

Element x y z (Å)
H 1.75 1.19 1.33
N 0.96 1.12 0.77
N -0.09 1.76 1.08
C -1.13 1.73 0.06
H -2.06 1.24 0.32
H -1.20 2.79 -0.21
H -0.73 1.18 -0.94
C -0.29 -1.62 0.48
N 0.96 -1.12 0.29
C 1.28 -1.52 -0.94
O 0.18 -2.12 -1.56
N -0.80 -2.14 -0.61
H -0.89 -1.47 1.34
H 2.06 -1.02 -1.41


2.
The following is a quantum chemistry calculation of C3H6N4O as an isolated structure, from OMol25.

Its total charge is 0. The HOMO energy (spin up / spin down) is -7.6035 / -7.6029 eV. The calculation puts the lowest unoccupied orbital energy (spin up / spin down) at -0.02491 / -0.02490 hartree. The frontier orbital gap (spin up / spin down) is 0.25452 / 0.25451 Eh.

Element x y z (Å)
C -1.52 0.79 0.46
C -0.29 -1.32 -0.64
C -0.39 0.85 -0.51
N 2.28 0.73 0.24
N 0.87 -0.95 -0.26
N 1.06 0.11 0.52
N -1.17 -2.16 -0.85
O -0.05 1.57 -1.37
H 2.84 0.17 -0.40
H 2.78 0.88 1.11
H -1.01 -3.06 -0.39
H -2.46 0.75 -0.09
H -1.47 1.70 1.06
H -1.48 -0.06 1.12


3.
The following is a quantum chemistry calculation of one molecule with the formula C3H6N4O, from OMol25.

Its total charge is 0. The HOMO energy is -9.2696 eV. As for the structure (SMILES): [H]/N=C(\N)[C@]1(N)NC1=O. The calculation puts the lowest unoccupied orbital energy at -0.00229 hartree. The frontier orbital gap is 0.33837 Eh.

Element x y z (Å)
H -0.81 2.83 -0.10
N -1.06 1.84 0.02
C -0.01 1.11 -0.11
N 1.28 1.56 -0.12
C -0.20 -0.36 -0.05
N 0.96 -1.17 0.37
N -1.03 -0.97 -1.02
C -1.58 -0.88 0.22
O -1.94 -1.76 0.98
H 1.44 2.46 0.31
H 1.94 0.84 0.17
H 0.63 -1.84 1.07
H 1.28 -1.73 -0.41
H -0.89 -1.92 -1.32


4.
The following is a quantum chemistry calculation of one molecule with the formula C3H6N4O, from OMol25.

Its total charge is 0. The HOMO energy is -8.6795 eV. As for the structure (SMILES): [H]/N=c1\oc(C)nn1N. The calculation puts the lowest unoccupied orbital energy at 0.03032 hartree. The frontier orbital gap is 0.34928 Eh.

Element x y z (Å)
H -0.69 0.16 3.01
N 0.23 0.02 2.41
C 0.11 -0.11 1.20
O -1.03 -0.19 0.36
C -0.54 -0.25 -0.99
C -1.47 -0.66 -1.90
N 0.69 -0.08 -0.98
N 1.14 0.01 0.25
N 2.18 0.82 0.62
H -1.30 -0.10 -2.94
H -1.61 -1.79 -1.86
H -2.46 0.06 -1.63
H 2.87 0.44 1.33
H 1.89 1.67 1.12


Most stable structure - 3; separation to the second - 0.0282 hartree.


1.
The following is a quantum chemistry calculation of C3H6N4O as an isolated structure, from OMol25.

Its total charge is 0. The HOMO energy is -7.7903 eV. The calculation puts the lowest unoccupied orbital energy at 0.02431 hartree. The frontier orbital gap is 0.31060 Eh.

Element x y z (Å)
C -0.62 -0.82 0.17
C 0.26 0.33 0.04
N -1.86 -0.93 -0.28
N -0.04 1.19 -1.07
N 0.66 0.97 1.26
N 0.13 -1.89 0.55
C 1.30 -1.34 0.26
O 2.45 -1.54 0.10
H -2.36 -0.10 -0.57
H -2.31 -1.83 -0.33
H 0.31 2.13 -0.94
H 0.31 0.83 -1.95
H 1.65 1.21 1.28
H 0.11 1.79 1.47


2.
The following is a quantum chemistry calculation of one molecule with the formula C3H6N4O, from OMol25.

Its total charge is 0. The HOMO energy is -7.7333 eV. As for the structure (SMILES): N/N=c1/cc[nH]n1O. The calculation puts the lowest unoccupied orbital energy at 0.02746 hartree. The frontier orbital gap is 0.31165 Eh.

Element x y z (Å)
N 2.45 0.11 0.14
N 1.45 -0.99 -0.18
C 0.19 -0.54 0.12
C -1.04 -1.30 -0.16
C -2.07 -0.40 -0.10
N -1.57 0.78 0.39
N -0.18 0.77 0.41
O 0.24 1.65 -0.60
H 2.25 0.31 1.18
H 3.43 -0.33 0.10
H -1.25 -2.28 -0.53
H -3.11 -0.56 -0.20
H -2.12 1.65 0.16
H 1.32 1.14 -0.73


3.
The following is a quantum chemistry calculation of one molecule with the formula C3H6N4O, from OMol25.

Its total charge is 0. The HOMO energy is -7.6205 eV. The calculation puts the lowest unoccupied orbital energy at 0.02920 hartree. The frontier orbital gap is 0.30925 Eh.

Element x y z (Å)
C 0.98 -0.08 -1.23
C -0.23 0.42 -0.70
C -0.53 -0.11 0.53
N 1.61 -1.01 -0.58
N 0.98 -1.47 0.43
N -0.85 1.64 -1.06
N -1.54 -0.08 1.40
O 1.63 -1.72 1.56
H 1.42 0.15 -2.23
H -0.28 1.97 -1.86
H -1.78 1.81 -1.18
H -2.51 -0.20 1.20
H -1.42 -0.05 2.44
H 2.52 -1.26 1.28


4.
The following is a quantum chemistry calculation of a 2-piece molecular cluster, C3H6N4O overall, from OMol25.

Its total charge is 0. The HOMO energy is -7.9059 eV. The calculation puts the lowest unoccupied orbital energy at 0.00137 hartree. The frontier orbital gap is 0.29191 Eh.

Element x y z (Å)
C 1.61 1.16 -0.06
C -0.60 1.09 -0.01
C -0.08 -0.20 -0.03
N 0.48 1.91 -0.03
N 1.26 -0.14 -0.11
N -1.92 1.43 0.10
N -0.37 -2.21 0.07
O 2.06 -1.19 0.03
H 2.52 1.66 0.01
H -2.43 0.75 -0.41
H -2.02 2.42 0.03
H -1.05 -2.39 -0.66
H -1.07 -2.27 0.82
H 1.62 -2.02 0.24


Most stable structure - 1; separation to the second - 0.1312 hartree.


1.
The following is a quantum chemistry calculation of one molecule with the formula C3H6N4O, from OMol25.

Its total charge is 0. The HOMO energy is -9.1890 eV. As for the structure (SMILES): CNn1[nH]cnc1=O. The calculation puts the lowest unoccupied orbital energy at 0.02555 hartree. The frontier orbital gap is 0.36324 Eh.

Element x y z (Å)
C -1.62 0.84 0.71
N -1.25 -0.01 -0.51
N 0.07 -0.51 -0.72
N 1.00 0.29 -1.30
C 2.11 -0.06 -0.56
N 1.95 -0.51 0.61
C 0.61 -1.02 0.54
O -0.11 -1.59 1.39
H -1.36 1.87 0.64
H -1.02 0.50 1.67
H -2.85 0.72 0.96
H -1.74 -0.81 -0.14
H 0.97 0.38 -2.35
H 3.24 -0.08 -0.94


2.
The following is a quantum chemistry calculation of C3H6N4O as an isolated structure, from OMol25.

Its total charge is 0. The HOMO energy is -7.9191 eV. The calculation puts the lowest unoccupied orbital energy at 0.01592 hartree. The frontier orbital gap is 0.30694 Eh.

Element x y z (Å)
C -1.11 0.12 0.53
C -1.20 -0.62 -0.47
C 0.09 -0.67 -0.99
H -3.07 1.30 0.88
H -1.41 1.48 2.17
H -2.24 -1.14 -0.63
H 1.48 -1.00 -2.33
H 2.48 -0.46 1.22
H 2.96 0.82 -0.17
N -2.03 0.98 1.24
N 0.55 -1.20 -2.08
N 0.92 0.06 -0.25
N 2.37 -0.10 0.00
O 0.21 0.43 0.88


Most stable structure - 1; separation to the second - 0.1141 hartree.


1.
The following is a quantum chemistry calculation of a 2-piece molecular cluster, C12H16N2O overall, from OMol25.

Its total charge is 0. The HOMO energy is -7.9567 eV. As for the structure (SMILES): CCc1c[nH]cn1.Cc1ccc(O)cc1. The calculation puts the lowest unoccupied orbital energy at 0.01845 hartree. The frontier orbital gap is 0.31086 Eh.

Element x y z (Å)
C 2.40 -1.56 -1.27
C 1.17 -0.66 -1.47
C 0.02 -1.40 -0.81
C 0.16 -2.29 0.25
N -0.97 -3.10 0.10
C -1.64 -2.67 -1.07
N -1.11 -1.52 -1.55
H 2.23 -2.59 -1.45
H 2.70 -1.35 -0.26
H 3.18 -1.42 -2.00
H 1.29 0.43 -1.12
H 1.03 -0.77 -2.54
H 0.66 -2.42 1.14
H -1.33 -3.77 0.75
H -2.52 -3.17 -1.42
C -0.29 3.58 -0.87
C -0.54 2.46 0.09
C -1.42 1.43 0.09
C -1.49 0.40 1.06
C -0.66 0.56 2.19
O -0.41 -0.27 3.20
C 0.41 1.42 2.11
C 0.45 2.35 1.10
H -0.04 3.26 -1.88
H 0.57 4.20 -0.62
H -1.15 4.16 -1.12
H -2.03 1.44 -0.74
H -2.26 -0.41 1.13
H -1.01 -0.99 3.18
H 1.36 1.57 2.73
H 1.25 3.09 1.05


2.
The following is a quantum chemistry calculation of a 2-piece molecular cluster, C12H16N2O overall, from OMol25.

Its total charge is 0. The HOMO energy is -8.0694 eV. As for the structure (SMILES): CCc1c[nH]cn1.Cc1ccc(O)cc1. The calculation puts the lowest unoccupied orbital energy at 0.02501 hartree. The frontier orbital gap is 0.32155 Eh.

Element x y z (Å)
C 2.66 -0.77 -0.72
C 2.04 0.51 -1.30
C 1.83 1.65 -0.41
C 1.63 2.97 -0.76
N 1.48 3.69 0.39
C 1.52 2.77 1.40
N 1.78 1.56 0.98
H 2.57 -1.48 -1.54
H 2.15 -1.01 0.21
H 3.70 -0.70 -0.40
H 2.58 0.69 -2.24
H 1.04 0.14 -1.61
H 1.65 3.42 -1.74
H 1.24 4.66 0.52
H 1.50 3.07 2.44
C -0.46 -2.39 2.00
C -1.31 -1.73 0.99
C -2.64 -2.11 0.86
C -3.48 -1.64 -0.17
C -2.91 -0.74 -1.06
O -3.80 -0.04 -1.85
C -1.60 -0.27 -0.88
C -0.84 -0.67 0.19
H -0.63 -2.47 3.09
H 0.54 -1.92 2.05
H -0.14 -3.42 1.77
H -3.08 -2.78 1.60
H -4.47 -2.03 -0.33
H -3.27 0.59 -2.32
H -1.25 0.43 -1.64
H -0.03 0.00 0.48


Most stable structure - 2; separation to the second - 0.0559 hartree.